[1]
97
Properties=species:S:1:pos:R:3 method="wB97M-V/def2-TZVPD" total_charge=-1 lumo_energy_ev="2.31 / 1.23" orbital_gap_ev="5.153 / 5.405" s_squared=3.783 multiplicity=4
Co -0.19 0.23 0.31
C 5.19 3.73 1.95
C 4.00 2.81 2.06
C 2.95 3.09 2.92
C 1.85 2.25 3.04
C 1.77 1.06 2.30
N 0.74 0.16 2.32
C 0.08 -0.21 3.43
C 0.45 0.17 4.75
C -0.26 -0.22 5.87
C -1.40 -1.02 5.75
C -2.20 -1.45 6.95
C -1.72 -1.48 4.49
C -0.99 -1.15 3.36
N -1.23 -1.90 2.16
C -1.77 -3.14 2.15
C -1.64 -3.64 0.87
C -0.99 -2.63 0.16
N -0.76 -1.58 0.94
C 2.80 0.83 1.36
C 3.89 1.68 1.26
N 2.66 -0.24 0.42
C 3.67 -0.96 -0.10
C 3.16 -1.68 -1.16
C 1.80 -1.33 -1.22
N 1.51 -0.47 -0.26
H 5.09 4.55 2.65
H 5.27 4.15 0.94
H 6.12 3.20 2.16
H 2.98 4.01 3.51
H 1.03 2.53 3.68
H 1.34 0.76 4.88
H 0.07 0.10 6.85
H -1.86 -0.93 7.85
H -2.10 -2.52 7.12
H -3.26 -1.23 6.81
H -2.58 -2.14 4.40
H -2.20 -3.59 3.02
H -1.95 -4.61 0.51
H -0.69 -2.63 -0.87
H 4.66 1.47 0.52
H 4.65 -0.93 0.32
H 3.69 -2.37 -1.80
H 1.04 -1.62 -1.93
Br -5.16 3.62 2.92
C -3.78 2.61 2.10
C -3.96 1.24 1.89
C -2.91 0.54 1.32
N -1.74 1.09 1.00
C -1.60 2.46 1.12
C -2.63 3.23 1.70
C -0.42 2.98 0.56
C -0.01 4.33 0.61
C 1.11 4.70 -0.07
Br 1.72 6.50 0.01
C 1.84 3.77 -0.82
C 1.41 2.46 -0.79
N 0.34 2.04 -0.12
H -4.88 0.74 2.16
H -3.03 -0.51 1.11
H -2.52 4.30 1.80
H -0.57 5.04 1.20
H 2.73 4.05 -1.37
H 1.96 1.73 -1.36
C -5.90 -3.54 -0.27
C -4.76 -4.24 -0.95
C -4.56 -5.60 -0.82
C -3.52 -6.23 -1.49
Cl -3.28 -7.94 -1.30
C -2.67 -5.50 -2.31
C -2.85 -4.13 -2.44
C -3.89 -3.50 -1.76
O -4.14 -2.17 -1.82
C -3.42 -1.38 -2.75
C -1.96 -1.08 -2.33
O -1.06 -1.67 -2.98
O -1.81 -0.24 -1.41
H -6.41 -4.19 0.44
H -6.63 -3.21 -1.02
H -5.54 -2.64 0.24
H -5.22 -6.19 -0.19
H -1.87 -6.00 -2.83
H -2.18 -3.56 -3.05
H -3.96 -0.43 -2.79
H -3.42 -1.84 -3.74
Te -0.39 1.20 -3.50
C 0.81 1.57 -5.21
C 1.77 0.64 -5.60
C 2.60 0.89 -6.68
C 2.49 2.08 -7.39
C 1.52 3.00 -7.02
C 0.69 2.75 -5.95
H 1.86 -0.28 -5.04
H 3.34 0.15 -6.97
H 3.15 2.28 -8.22
H 1.41 3.92 -7.59
H -0.07 3.48 -5.66


[2]
92
Properties=species:S:1:pos:R:3 method="wB97M-V/def2-TZVPD" total_charge=+1 lumo_energy_ev="-3.33 / -3.53" orbital_gap_ev="6.255 / 6.047" s_squared=0.771 multiplicity=2
Ru -0.52 -1.50 -1.34
S -1.41 -4.00 -1.40
C -2.51 -4.25 -0.06
C -3.35 -5.37 -0.07
C -4.19 -5.63 0.99
C -4.23 -4.76 2.08
C -3.43 -3.63 2.09
C -2.56 -3.38 1.04
As -1.36 -1.87 0.96
C -1.90 -0.93 2.59
C -2.96 -0.03 2.51
C -3.47 0.54 3.67
C -2.92 0.23 4.90
C -1.85 -0.66 4.97
C -1.34 -1.24 3.82
C 0.34 -2.62 1.54
C 1.37 -1.72 1.78
C 2.64 -2.17 2.10
C 2.89 -3.53 2.16
C 1.86 -4.44 1.94
C 0.58 -3.99 1.62
H -3.31 -6.03 -0.93
H -4.82 -6.51 0.98
H -4.88 -4.96 2.92
H -3.47 -2.95 2.93
H -3.40 0.20 1.55
H -4.30 1.23 3.61
H -3.32 0.66 5.80
H -1.42 -0.91 5.93
H -0.52 -1.94 3.88
H 1.17 -0.65 1.72
H 3.44 -1.46 2.30
H 3.88 -3.90 2.40
H 2.05 -5.50 2.01
H -0.21 -4.70 1.44
S 1.28 -2.53 -2.60
C 2.73 -1.72 -2.36
N 3.08 -1.11 -1.24
C 4.37 -0.43 -1.25
C 5.19 -1.12 -2.33
S 3.97 -1.69 -3.57
H 2.34 -0.78 -0.62
H 4.85 -0.53 -0.27
H 4.24 0.63 -1.47
H 5.70 -2.00 -1.96
H 5.91 -0.45 -2.81
Br -5.83 1.61 -3.77
C -4.21 0.72 -3.31
C -4.21 -0.66 -3.18
C -3.03 -1.30 -2.84
C -1.86 -0.57 -2.62
C -1.89 0.81 -2.77
C -3.06 1.47 -3.11
H -5.12 -1.22 -3.34
H -3.03 -2.38 -2.77
H -0.99 1.40 -2.63
H -3.08 2.54 -3.21
O 0.78 0.34 -0.53
As 0.98 1.98 -0.64
C 1.46 2.49 -2.44
C 1.59 3.82 -2.82
C 1.92 4.11 -4.14
C 2.14 3.09 -5.05
C 2.00 1.76 -4.66
C 1.64 1.46 -3.36
C -0.58 2.95 -0.05
C -0.49 4.33 0.11
C -1.61 5.04 0.54
C -2.79 4.36 0.80
C -2.87 2.98 0.64
C -1.75 2.27 0.23
C 2.39 2.37 0.62
C 2.05 2.09 1.94
C 3.02 2.14 2.93
C 4.33 2.46 2.59
C 4.66 2.75 1.27
C 3.69 2.70 0.28
H 1.43 4.61 -2.11
H 1.98 5.15 -4.45
H 2.39 3.32 -6.07
H 2.16 0.96 -5.37
H 1.47 0.44 -3.05
H 0.44 4.85 -0.08
H -1.55 6.11 0.67
H -3.66 4.91 1.12
H -3.80 2.46 0.84
H -1.79 1.20 0.10
H 1.02 1.83 2.18
H 2.75 1.93 3.96
H 5.09 2.47 3.35
H 5.68 3.00 1.02
H 3.95 2.94 -0.75